DFT (the ωB97M-V functional and the def2-TZVPD basis) results for one molecule with the formula C22H25NO6S.

multiplicity: 1
charge: 0
gap between HOMO and LUMO: 8.11 eV
LUMO level: 0.10 eV
HOMO: -8.00 eV
strongest force on any atom: 1.16 eV/A
SMILES: CSCC[C@H](NC(=O)Cc1c(C)c2c(cc(C)c3c(C)c(C)oc32)oc1=O)C(=O)O
energy above the lowest of the compared OMol25 structures with the same formula, charge and spin: 2.28 kcal/mol

Each line ends with the Löwdin charge.
Cartesian coordinates (Å):
C -4.87 -2.92 1.99  -0.41
S -4.76 -2.80 0.18  0.80
C -3.77 -1.28 0.03  -0.49
C -4.64 -0.04 0.20  -0.19
C -3.83 1.26 0.33  -0.22
N -3.01 1.48 -0.84  0.13
C -2.03 2.40 -0.78  -0.47
O -1.92 3.21 0.13  0.08
C -1.03 2.29 -1.93  -0.02
C -0.09 1.17 -1.56  -0.08
C 1.06 1.35 -0.85  -0.10
C 1.44 2.69 -0.33  0.01
C 1.90 0.20 -0.62  -0.01
C 1.45 -1.06 -1.05  -0.16
C 2.20 -2.22 -0.86  0.05
C 3.44 -2.21 -0.26  -0.19
C 4.21 -3.48 -0.08  -0.03
C 3.93 -0.97 0.17  -0.06
C 5.14 -0.53 0.80  -0.16
C 6.31 -1.36 1.23  -0.03
C 5.03 0.81 0.95  -0.25
C 5.95 1.83 1.53  0.00
O 3.84 1.27 0.46  0.08
C 3.16 0.20 -0.01  -0.12
O 0.25 -1.21 -1.65  0.16
C -0.55 -0.16 -1.92  -0.39
O -1.64 -0.40 -2.43  0.07
C -2.93 1.20 1.56  -0.51
O -1.87 0.64 1.60  0.12
O -3.48 1.80 2.61  0.13
H -3.86 -2.94 2.41  0.03
H -5.43 -2.08 2.39  0.02
H -5.38 -3.85 2.22  0.02
H -2.98 -1.33 0.76  0.07
H -3.33 -1.33 -0.97  0.06
H -5.25 -0.14 1.10  0.11
H -5.32 0.05 -0.65  0.12
H -4.52 2.10 0.47  0.16
H -2.92 0.74 -1.52  0.11
H -0.50 3.23 -2.05  0.13
H -1.56 2.03 -2.84  0.13
H 1.95 3.27 -1.11  0.11
H 0.55 3.24 -0.02  0.08
H 2.11 2.60 0.52  0.08
H 1.77 -3.15 -1.22  0.13
H 5.16 -3.42 -0.61  0.08
H 3.65 -4.32 -0.47  0.08
H 4.42 -3.65 0.97  0.08
H 7.07 -0.73 1.67  0.08
H 6.75 -1.87 0.37  0.08
H 6.01 -2.11 1.96  0.08
H 6.90 1.83 1.00  0.09
H 6.14 1.62 2.58  0.09
H 5.50 2.81 1.45  0.09
H -2.88 1.79 3.37  0.14